Entry from the OMol25 dataset: one molecule with the formula C15H15N3O (ωB97M-V with the def2-TZVPD basis set).

Values from the calculation:
- orbital gap (eV) = 8.09
- total energy (eV) = -22316.6921
- relative energy (zero: lowest compared OMol25 entry of this formula, charge and spin) (kJ/mol) = 20.5

XYZ file:
```
34
Properties=species:S:1:pos:R:3:forces:R:3
C -1.6416 2.0189 -1.9089 -0.316 -0.080 -0.164
N -0.4568 1.7961 -1.1312 0.321 -0.153 0.095
C 0.3197 0.6675 -1.1256 0.015 0.124 0.184
C 0.0352 -0.5240 -1.9871 0.056 -0.155 -0.058
N 0.7152 -1.7074 -1.5145 0.385 0.152 -0.512
C 0.2083 -2.4387 -0.4421 -0.200 -0.292 0.273
C 1.0979 -3.0501 0.4447 -0.130 0.120 -0.098
C 0.6523 -3.8675 1.4600 -0.291 -0.141 0.156
C -0.7096 -4.0949 1.6263 -0.045 0.174 -0.253
O -1.1181 -4.9074 2.6480 -0.048 -0.124 0.158
C -1.6041 -3.4939 0.7538 0.073 -0.140 0.253
C -1.1524 -2.6799 -0.2695 0.178 0.181 -0.100
N 1.3340 0.7408 -0.3139 0.178 -0.576 -0.158
C 1.2515 1.9760 0.2756 -0.550 0.471 -0.205
C 2.0736 2.5792 1.2194 -0.083 -0.011 -0.070
C 1.7448 3.8527 1.6331 0.149 0.033 0.131
C 0.6278 4.5211 1.1291 -0.086 0.102 -0.011
C -0.2026 3.9396 0.1921 -0.178 0.075 -0.091
C 0.1210 2.6603 -0.2299 0.555 -0.013 0.399
H -1.4560 1.7921 -2.9607 -0.053 0.069 0.041
H -1.9335 3.0635 -1.8209 0.005 -0.055 -0.046
H -2.4655 1.3937 -1.5528 0.001 0.086 -0.043
H 0.3825 -0.3188 -3.0094 -0.191 0.005 0.108
H -1.0404 -0.7048 -2.0330 0.090 0.024 -0.111
H 1.7022 -1.5144 -1.3883 -0.154 0.009 0.018
H 2.1572 -2.8732 0.3289 0.127 0.027 -0.003
H 1.3446 -4.3353 2.1417 0.107 -0.047 0.077
H -2.0799 -4.9739 2.6383 0.130 0.020 -0.011
H -2.6671 -3.6653 0.8700 -0.073 -0.014 0.007
H -1.8802 -2.2457 -0.9382 -0.046 0.027 -0.083
H 2.9346 2.0587 1.6064 0.108 -0.066 0.047
H 2.3629 4.3508 2.3654 0.052 0.033 0.059
H 0.4082 5.5179 1.4820 -0.024 0.072 0.021
H -1.0657 4.4662 -0.1889 -0.064 0.065 -0.011
```
Forces are in eV/Å.


Entry from the OMol25 dataset: one molecule with the formula C15H15N3OS in a non-equilibrium geometry (ωB97M-V with the def2-TZVPD basis set).

Values from the calculation:
- orbital gap (eV) = 8.25
- total energy (eV) = -33152.7095
- relative energy (zero: lowest compared OMol25 entry of this formula, charge and spin) (kJ/mol) = 0.0

XYZ file:
```
35
Properties=species:S:1:pos:R:3:forces:R:3
C 1.2111 0.2762 5.0688 -0.057 -0.003 0.036
C 0.9797 -0.5312 3.8296 -0.003 -0.064 -0.097
C 1.0875 -1.9162 3.8593 -0.057 0.075 -0.232
C 0.8659 -2.6860 2.7247 0.035 0.009 0.043
C 0.9682 -4.1794 2.7866 -0.080 -0.030 0.014
C 0.5273 -2.0558 1.5355 -0.021 0.262 -0.005
C 0.4092 -0.6686 1.4800 0.138 -0.125 0.580
C 0.0581 0.1003 0.2629 -0.074 0.207 -0.268
O 0.0076 1.3227 0.2634 0.028 -0.004 0.113
N -0.2090 -0.6353 -0.8620 0.100 -0.053 0.384
C -0.5509 -0.1944 -2.1357 -0.104 0.037 -0.384
S -0.7938 -1.3792 -3.2584 -0.057 -0.337 -0.261
N -0.6419 1.1336 -2.2871 0.277 -0.067 1.092
C -0.9532 1.9161 -3.3903 -0.217 0.244 -0.829
C -1.2102 1.4441 -4.6761 0.017 -0.008 0.033
C -1.5042 2.3634 -5.6691 0.023 0.229 0.175
C -1.5332 3.7121 -5.3532 -0.065 -0.161 -0.341
N -1.2881 4.1684 -4.1343 -0.002 0.407 0.101
C -1.0074 3.3017 -3.1870 0.059 -0.419 0.151
C 0.6394 0.0797 2.6346 -0.048 -0.065 -0.197
H 0.3284 0.2367 5.7074 -0.015 0.049 0.087
H 2.0512 -0.1191 5.6357 0.053 0.029 0.068
H 1.4065 1.3163 4.8229 0.028 0.077 0.044
H 1.3532 -2.4062 4.7854 0.056 -0.075 0.113
H 1.6737 -4.4885 3.5537 0.046 -0.074 0.024
H -0.0046 -4.6068 3.0318 -0.016 -0.100 0.010
H 1.2839 -4.5899 1.8305 0.030 -0.076 -0.032
H 0.3679 -2.6783 0.6665 0.005 -0.078 -0.074
H -0.1609 -1.6444 -0.8051 -0.043 0.272 -0.116
H -0.4490 1.6549 -1.4204 -0.040 -0.224 -0.225
H -1.1810 0.3902 -4.8958 0.005 0.045 0.041
H -1.7069 2.0288 -6.6745 -0.021 -0.010 -0.087
H -1.7595 4.4635 -6.0971 -0.030 -0.004 -0.131
H -0.8125 3.7171 -2.2054 0.041 -0.051 0.166
H 0.5478 1.1536 2.5722 0.010 0.084 0.003
```
Forces are in eV/Å.


Entry from the OMol25 dataset: one molecule with the formula C15H15N5O2S in a non-equilibrium geometry (ωB97M-V with the def2-TZVPD basis set).

Values from the calculation:
- orbital gap (eV) = 9.22
- total energy (eV) = -38177.9102
- relative energy (zero: lowest compared OMol25 entry of this formula, charge and spin) (kJ/mol) = 211.5

XYZ file:
```
38
Properties=species:S:1:pos:R:3:forces:R:3
C -1.6046 -3.7663 -0.7721 0.004 0.022 0.020
C -1.5990 -2.5241 0.0611 -0.086 0.150 0.024
C -2.5232 -1.5157 -0.1829 0.076 -0.026 0.072
C -2.5350 -0.3555 0.5723 -0.115 0.083 0.028
C -1.6062 -0.2161 1.5810 -0.211 0.559 0.305
S -1.5139 1.2938 2.5255 0.596 -0.016 -0.055
O -1.1850 1.0201 3.8904 0.189 -0.179 -0.062
O -2.6328 2.1303 2.2278 0.024 -0.145 -0.317
N -0.1045 2.0021 1.9025 -0.610 -0.190 0.920
C 0.1214 2.0984 0.5409 -0.086 0.199 -0.975
C -0.9382 2.3918 -0.3177 0.085 0.042 0.016
C -0.7237 2.4723 -1.6799 0.148 -0.084 0.072
C 0.5392 2.2816 -2.2126 0.157 0.006 0.002
C 1.5969 2.0130 -1.3529 -0.958 0.118 0.119
N 2.8739 1.8285 -1.8966 1.633 -0.073 0.233
C 4.1039 1.8744 -1.3220 -0.525 -0.021 -0.372
N 4.9988 1.6388 -2.2427 0.609 0.131 0.943
N 4.3262 1.4469 -3.3725 0.369 -0.170 -0.878
N 3.0816 1.5572 -3.1944 -1.321 -0.034 -0.292
C 1.3974 1.9085 0.0169 -0.029 0.017 -0.007
C -0.6821 -1.2060 1.8484 0.080 -0.207 0.000
C -0.6669 -2.3728 1.0976 -0.041 0.262 0.079
C 0.3314 -3.4473 1.3923 -0.032 0.005 -0.017
H -0.6431 -3.8997 -1.2661 0.056 -0.078 -0.067
H -1.7788 -4.6428 -0.1494 -0.001 -0.118 -0.009
H -2.3808 -3.7200 -1.5305 -0.031 -0.037 -0.058
H -3.2449 -1.6405 -0.9763 -0.071 -0.018 -0.083
H -3.2547 0.4278 0.4014 -0.112 0.077 -0.080
H 0.6990 1.7939 2.4745 -0.020 -0.082 0.165
H -1.9122 2.5659 0.1072 -0.114 0.075 -0.068
H -1.5493 2.6955 -2.3373 -0.082 0.026 -0.062
H 0.7241 2.3413 -3.2726 -0.013 0.024 -0.065
H 4.3035 2.0883 -0.2952 -0.006 0.064 0.267
H 2.2175 1.6771 0.6801 0.094 -0.084 0.059
H 0.0112 -1.0616 2.6631 0.154 -0.084 0.097
H 0.9659 -3.6290 0.5256 0.086 -0.071 -0.025
H -0.1733 -4.3819 1.6326 0.035 -0.115 0.029
H 0.9606 -3.1681 2.2327 0.067 -0.027 0.045
```
Forces are in eV/Å.


Entry from the OMol25 dataset: C15H15N8O7PPt as an isolated structure in a non-equilibrium geometry (ωB97M-V with the def2-TZVPD basis set).

Values from the calculation:
- orbital gap (eV) = 7.22
- total energy (eV) = -54580.1824
- relative energy (zero: lowest compared OMol25 entry of this formula, charge and spin) (kJ/mol) = 56.1

XYZ file:
```
47
Properties=species:S:1:pos:R:3:forces:R:3
Pt -0.0232 -0.8042 -0.1843 0.333 -0.108 -0.418
O -2.3132 2.0193 -1.8485 -0.047 -0.023 -0.045
C -2.0174 0.8950 -1.4988 0.098 0.118 0.091
O -0.7495 0.5295 -1.4687 -0.172 -0.107 0.114
C -3.0849 -0.1124 -1.1778 -0.092 0.055 -0.129
C -4.3368 0.1840 -1.6910 0.141 -0.032 0.014
C -5.3876 -0.6898 -1.5075 -0.158 -0.007 -0.077
C -5.2288 -1.8761 -0.8221 0.088 0.026 -0.060
C -3.9918 -2.1767 -0.2964 -0.152 -0.108 -0.005
C -2.8832 -1.2931 -0.4159 0.190 -0.011 0.249
O -1.7877 -1.5547 0.2344 -0.506 -0.429 -0.080
N -3.8989 -3.4766 0.4058 0.024 0.198 0.114
O -2.8255 -3.8446 0.8248 -0.004 -0.061 -0.077
O -4.9355 -4.1067 0.5255 0.003 -0.042 -0.008
N -6.7066 -0.3567 -2.0559 0.045 0.065 0.192
O -7.6093 -1.1503 -1.8760 -0.003 -0.020 -0.067
O -6.8230 0.7056 -2.6348 -0.010 -0.032 -0.069
H -4.4686 1.1074 -2.2353 -0.028 -0.007 0.002
H -6.0499 -2.5638 -0.6972 -0.003 0.009 0.001
N 0.8198 -2.1270 1.0947 -0.061 0.125 -0.301
C 1.0121 -3.1709 1.5959 0.009 0.121 -0.037
N 1.2825 -4.1785 2.2994 -0.096 0.057 0.234
C 1.5684 -5.3914 1.8616 0.023 -0.026 -0.123
N 1.8357 -6.4759 1.5659 0.036 0.002 -0.007
C 4.4117 1.4384 1.1986 -0.114 -0.018 -0.206
N 3.0530 1.7280 1.8445 0.101 -0.130 0.030
C 2.5272 3.0680 1.3070 0.050 -0.025 0.164
N 2.4862 3.0660 -0.1039 0.096 0.034 -0.148
C 3.8000 2.7587 -0.6607 0.011 0.050 -0.072
N 4.3004 1.4583 -0.2238 0.056 -0.127 0.225
C 3.5410 0.3277 -0.7924 0.016 0.007 -0.209
P 1.7702 0.4240 -0.2851 0.134 0.410 0.939
C 2.1039 0.6081 1.5355 0.164 0.102 0.043
C 1.4455 2.2007 -0.6688 -0.003 -0.195 -0.286
H 4.7390 0.4671 1.5670 -0.008 0.002 -0.016
H 5.0913 2.2198 1.5402 -0.006 0.003 -0.018
H 3.1704 1.8026 2.8558 0.014 -0.005 -0.002
H 3.2194 3.8239 1.6806 -0.019 0.024 -0.019
H 1.5382 3.2096 1.7400 -0.005 0.025 -0.011
H 4.5122 3.5228 -0.3439 -0.018 0.021 -0.001
H 3.7360 2.7672 -1.7469 -0.004 0.027 -0.002
H 3.9731 -0.6237 -0.4778 0.016 0.029 0.059
H 3.6206 0.3710 -1.8797 0.002 -0.011 0.005
H 2.5317 -0.3186 1.9189 -0.070 -0.054 -0.032
H 1.1637 0.7809 2.0562 -0.014 0.074 -0.022
H 0.4498 2.4603 -0.3107 0.020 0.042 0.074
H 1.4182 2.3479 -1.7486 -0.075 -0.047 -0.004
```
Forces are in eV/Å.


Entry from the OMol25 dataset: one molecule with the formula C15H15NO5 (ωB97M-V with the def2-TZVPD basis set).

Values from the calculation:
- orbital gap (eV) = 9.23
- total energy (eV) = -27526.0062
- relative energy (zero: lowest compared OMol25 entry of this formula, charge and spin) (kJ/mol) = 24.0

XYZ file:
```
36
Properties=species:S:1:pos:R:3:forces:R:3
C -5.0076 -2.9504 0.5337 -0.065 -0.126 0.175
O -4.5575 -2.1511 -0.5329 0.142 0.198 -0.220
C -3.4127 -1.4341 -0.3740 0.127 0.139 -0.107
C -3.0145 -0.6682 -1.4713 -0.177 -0.163 0.097
C -1.8684 0.0941 -1.4143 -0.021 -0.063 0.130
C -1.0880 0.1205 -0.2635 0.096 -0.078 -0.036
C 0.1473 0.9836 -0.1973 -0.104 0.284 0.001
C -0.0460 2.1206 0.8339 0.005 -0.065 -0.252
C -1.3206 2.8618 0.5212 0.015 0.151 0.001
O -1.5657 3.4364 -0.5024 0.084 0.063 -0.279
O -2.1937 2.7935 1.5357 -0.290 -0.109 0.607
N 1.3151 0.1957 0.1293 -0.073 -0.069 0.154
C 2.5151 0.3932 -0.4766 0.015 -0.027 0.075
O 2.7002 1.2494 -1.3152 0.125 0.131 -0.135
C 3.5747 -0.5314 -0.0188 -0.222 -0.647 0.591
C 3.5805 -1.5831 0.8677 -0.164 0.663 -0.509
C 4.8994 -2.0807 0.8807 0.456 0.215 -0.314
C 5.5972 -1.2997 0.0056 0.081 -0.753 0.611
O 4.8092 -0.3725 -0.5346 -0.146 0.515 -0.388
C -1.4906 -0.6379 0.8257 0.056 0.138 -0.232
C -2.6369 -1.4131 0.7797 -0.265 -0.239 0.075
H -4.2769 -3.7233 0.7933 -0.021 0.040 0.001
H -5.2328 -2.3494 1.4207 0.023 -0.024 -0.029
H -5.9216 -3.4250 0.1805 0.062 0.010 0.073
H -3.6260 -0.6900 -2.3590 -0.075 -0.002 -0.119
H -1.5759 0.6860 -2.2680 0.032 0.078 -0.104
H 0.3400 1.4412 -1.1733 -0.087 -0.099 0.181
H -0.1059 1.7210 1.8457 0.081 -0.026 -0.027
H 0.7975 2.8077 0.7554 -0.026 0.029 0.045
H -3.0139 3.2604 1.3095 0.228 -0.006 -0.240
H 1.2136 -0.5195 0.8289 0.092 -0.024 -0.074
H 2.7590 -1.9670 1.4385 -0.217 -0.028 0.081
H 5.2746 -2.9009 1.4574 0.140 -0.154 0.082
H 6.6253 -1.3141 -0.2988 0.102 0.097 -0.115
H -0.9131 -0.6277 1.7397 0.050 0.014 0.146
H -2.9148 -1.9880 1.6490 -0.059 -0.065 0.053
```
Forces are in eV/Å.


Entry from the OMol25 dataset: C15H16AsBrNO2Se3TcTe as an isolated structure (ωB97M-V with the def2-TZVPD basis set).

Values from the calculation:
- multiplicity = 2
- orbital gap (alpha / beta) (eV) = 6.26 / 5.94
- total charge = +1
- total energy (eV) = -357805.8726
- relative energy (zero: lowest compared OMol25 entry of this formula, charge and spin) (kJ/mol) = 14.7

XYZ file:
```
41
Properties=species:S:1:pos:R:3:forces:R:3
Tc 0.2947 -0.4727 -2.8568 -0.238 0.267 -0.158
Se -1.5535 -1.8111 -3.4383 0.668 0.335 0.426
Se -2.2967 -1.6505 -5.6384 -0.084 -0.114 -0.242
Te -0.9028 0.1153 -6.5963 0.016 0.064 -0.088
Se -0.0108 1.1752 -4.5216 0.009 -0.109 0.189
Br 2.9859 -1.3862 2.9613 -0.031 -0.026 0.032
C 3.9082 -0.7880 1.4315 -0.014 -0.024 0.025
C 5.2352 -0.3941 1.5222 0.229 0.089 -0.111
N 5.9311 0.0482 0.4742 -0.275 -0.103 0.024
C 5.3080 0.1203 -0.6990 0.140 0.053 0.110
C 3.9799 -0.2544 -0.8775 -0.037 0.157 0.068
C 3.2684 -0.7314 0.2143 -0.057 -0.049 -0.044
C 3.3579 -0.0759 -2.2105 -0.540 -0.664 0.035
O 3.8800 0.3707 -3.1761 0.050 0.224 -0.268
O 2.0432 -0.5361 -2.2278 0.203 -0.010 0.072
H 5.7519 -0.4412 2.4732 0.031 0.021 -0.010
H 5.8785 0.4931 -1.5405 0.010 0.005 0.002
H 2.2462 -1.0635 0.1119 -0.022 0.030 0.000
C 0.1003 1.7503 0.0622 0.069 0.105 0.035
As -0.8976 0.4408 -0.9230 -0.033 -0.293 -0.326
C -2.5538 1.3294 -1.3142 -0.024 0.063 0.006
C -1.1831 -0.9697 0.3840 -0.020 0.044 0.148
C -2.1675 -0.5970 1.4595 0.023 -0.172 0.065
C -1.7192 -0.4035 2.7622 0.005 0.176 0.008
C -2.6156 -0.0990 3.7787 0.017 0.014 -0.017
C -3.9697 0.0115 3.5021 0.003 -0.017 -0.027
C -4.4272 -0.1861 2.2050 0.048 0.024 0.015
C -3.5315 -0.4897 1.1915 -0.018 -0.083 0.030
H -0.3191 1.7778 1.0678 0.018 0.077 0.029
H -0.0194 2.7189 -0.4174 0.053 0.047 0.027
H 1.1548 1.4858 0.1060 -0.008 -0.016 0.004
H -2.9812 1.7165 -0.3918 -0.029 0.019 -0.007
H -3.2455 0.6434 -1.7957 0.001 -0.014 -0.015
H -2.3183 2.1451 -1.9958 -0.039 0.018 -0.012
H -0.1908 -1.1182 0.8163 -0.005 -0.099 0.024
H -1.4469 -1.8855 -0.1446 -0.129 0.028 -0.034
H -0.6603 -0.4897 2.9826 -0.025 -0.038 0.019
H -2.2539 0.0457 4.7881 -0.002 -0.005 -0.006
H -4.6699 0.2386 4.2948 0.012 0.012 -0.008
H -5.4840 -0.1099 1.9848 0.012 -0.018 0.003
H -3.9061 -0.6729 0.1914 0.014 -0.017 -0.021
```
Forces are in eV/Å.


- Which of these has the highest total energy?
  C15H15N3O